# 1
This record from OMol25 describes a structure of composition C27H21LaN6O4. The level of theory is ωB97M-V with the def2-TZVPD basis set.

```
! wB97M-V def2-TZVPD RIJCOSX def2/J DEFGRID3
* xyz 0 1
La 0.39 0.57 -0.87
C 2.78 -4.91 2.66
C 1.85 -3.83 2.19
C 1.38 -2.85 3.06
C 0.57 -1.83 2.62
C 0.14 -1.74 1.28
N -0.67 -0.65 0.89
C -1.85 -0.39 1.57
C -2.57 -1.37 2.26
C -3.78 -1.11 2.88
C -4.38 0.14 2.84
C -5.72 0.40 3.46
C -3.69 1.13 2.16
C -2.46 0.89 1.56
N -1.85 2.10 0.99
C -1.85 3.33 1.56
C -1.38 4.24 0.65
C -1.09 3.48 -0.49
N -1.40 2.20 -0.28
C 0.60 -2.74 0.41
C 1.45 -3.75 0.87
N 0.21 -2.85 -0.98
C -0.17 -3.96 -1.64
C -0.40 -3.62 -2.96
C -0.14 -2.25 -3.01
N 0.23 -1.79 -1.82
H 2.75 -5.01 3.74
H 3.82 -4.68 2.39
H 2.54 -5.88 2.22
H 1.68 -2.87 4.10
H 0.24 -1.06 3.30
H -2.16 -2.37 2.31
H -4.27 -1.92 3.40
H -5.89 -0.26 4.31
H -6.54 0.23 2.76
H -5.80 1.42 3.82
H -4.11 2.12 2.07
H -2.18 3.43 2.58
H -1.24 5.30 0.79
H -0.68 3.78 -1.44
H 1.81 -4.48 0.15
H -0.25 -4.89 -1.11
H -0.72 -4.27 -3.75
H -0.21 -1.57 -3.85
O 3.94 4.42 -6.28
C 4.30 4.29 -5.08
O 5.32 4.72 -4.50
C 3.36 3.45 -4.22
C 2.20 2.89 -4.74
C 1.38 2.14 -3.92
N 1.66 1.92 -2.63
C 2.80 2.45 -2.11
C 3.65 3.21 -2.87
C 3.12 2.18 -0.64
O 4.09 2.63 -0.11
O 2.20 1.40 0.01
H 1.98 3.07 -5.78
H 0.46 1.70 -4.30
H 4.56 3.63 -2.46
*
```

The energy above the lowest of the compared OMol25 structures with the same formula, charge and spin comes out at 14.3 kJ/mol. Its frontier orbital gap is 6.717 eV. The LUMO energy is -0.6268 eV.

Atom charges from the Löwdin analysis, given in e for atoms 1 to 6: La 2.10; C -0.05; C -0.26; C -0.02; C -0.01; C -0.28

# 2
This record from OMol25 describes a structure of composition C27H22Br4F2NO2OsP2. The level of theory is ωB97M-V with the def2-TZVPD basis set.

```
! wB97M-V def2-TZVPD RIJCOSX def2/J DEFGRID3
* xyz 1 1
Os 0.04 0.01 0.31
F 5.32 -1.49 0.06
C 4.43 -0.50 -0.02
C 3.08 -0.82 0.06
C 2.11 0.17 -0.03
C 2.54 1.51 -0.20
C 3.91 1.77 -0.27
F 4.36 3.03 -0.43
C 4.87 0.79 -0.19
C 1.51 2.55 -0.32
C 1.73 3.91 -0.52
C 0.65 4.76 -0.69
C -0.64 4.25 -0.67
C -0.79 2.90 -0.44
N 0.25 2.07 -0.27
H 2.85 -1.85 0.20
H 5.92 1.04 -0.25
H 2.73 4.31 -0.54
H 0.82 5.82 -0.84
H -1.50 4.88 -0.81
H -1.77 2.46 -0.34
C -3.35 -0.78 -0.48
P -1.71 -0.55 -1.22
C -2.04 0.57 -2.61
C -1.35 -2.19 -1.91
C -1.85 -2.65 -3.12
C -1.48 -3.91 -3.59
C -0.63 -4.69 -2.84
C -0.16 -4.25 -1.60
C -0.54 -3.01 -1.12
P -0.02 -2.33 0.51
C 1.29 -3.50 0.99
C -1.27 -2.81 1.76
H -4.07 -0.88 -1.30
H -3.62 0.08 0.13
H -3.37 -1.69 0.11
H -2.70 0.09 -3.34
H -1.11 0.85 -3.10
H -2.54 1.46 -2.24
H -2.51 -2.03 -3.72
H -1.86 -4.26 -4.54
H -0.32 -5.66 -3.21
H 0.50 -4.90 -1.04
H 0.82 -4.48 1.07
H 1.67 -3.23 1.98
H 2.10 -3.56 0.28
H -1.78 -3.73 1.49
H -2.00 -2.01 1.90
H -0.75 -2.96 2.71
Br -3.57 2.30 5.92
C -2.28 1.54 4.80
C -1.06 1.04 5.36
Br -0.77 1.14 7.21
C -0.09 0.48 4.56
Br 1.52 -0.21 5.21
C -0.31 0.42 3.16
O 0.54 -0.09 2.36
C -1.54 0.91 2.59
O -1.69 0.80 1.33
C -2.51 1.47 3.45
Br -4.09 2.10 2.64
*
```

The energy above the lowest of the compared OMol25 structures with the same formula, charge and spin comes out at 58.6 kJ/mol. Its frontier orbital gap (spin up / spin down) is 4.880 / 5.607 eV. The LUMO energy (spin up / spin down) is -5.3194 / -5.1224 eV.

Atom charges from the Löwdin analysis, given in e for atoms 1 to 6: Os 1.20; F 0.09; C -0.26; C -0.04; C -0.22; C -0.13

# 3
This record from OMol25 describes a structure of composition C27H22BrNO3Pt. The level of theory is ωB97M-V with the def2-TZVPD basis set.

```
! wB97M-V def2-TZVPD RIJCOSX def2/J DEFGRID3
* xyz 2 1
Pt -0.65 -0.05 -0.68
N -2.55 0.04 -1.39
C -2.32 1.26 -0.66
C -2.19 2.49 -1.39
C -2.29 3.67 -0.72
C -2.59 3.66 0.67
C -2.73 2.50 1.40
C -2.59 1.26 0.77
C -2.54 -0.02 1.45
C -3.24 -0.36 2.61
C -2.98 -1.57 3.21
C -1.99 -2.41 2.69
C -1.26 -2.06 1.55
C -1.56 -0.87 0.92
H -2.66 0.16 -2.39
H -3.23 -0.61 -0.99
H -1.99 2.46 -2.45
H -2.17 4.61 -1.24
H -2.69 4.61 1.18
H -2.90 2.53 2.46
H -3.99 0.31 3.02
H -3.52 -1.87 4.09
H -1.79 -3.35 3.17
H -0.50 -2.72 1.17
C 1.89 -3.59 -0.95
C 1.32 -2.33 -1.49
O 0.26 -1.93 -0.96
C 2.00 -1.65 -2.59
C 1.25 -1.06 -3.61
C 1.89 -0.47 -4.68
C 3.28 -0.45 -4.73
C 4.03 -1.04 -3.72
C 3.39 -1.66 -2.67
H 1.18 -4.08 -0.28
H 2.79 -3.35 -0.39
H 2.18 -4.26 -1.76
H 0.17 -1.10 -3.58
H 1.31 -0.03 -5.49
H 3.78 0.02 -5.57
H 5.11 -1.02 -3.77
H 3.98 -2.13 -1.89
Br 1.88 3.17 -3.79
C 3.13 2.51 -2.54
C 4.44 2.93 -2.71
C 5.43 2.54 -1.82
C 5.11 1.73 -0.73
C 3.81 1.31 -0.56
C 2.81 1.68 -1.46
C 1.48 1.12 -1.22
O 0.51 1.18 -2.03
O 1.24 0.46 -0.13
H 4.69 3.58 -3.54
H 6.44 2.87 -1.97
H 5.88 1.43 -0.03
H 3.55 0.68 0.28
*
```

The energy above the lowest of the compared OMol25 structures with the same formula, charge and spin comes out at 81.1 kJ/mol. Its frontier orbital gap is 5.338 eV. The LUMO energy is -8.7815 eV.

Atom charges from the Löwdin analysis, given in e for atoms 1 to 6: Pt 1.56; N 0.06; C -0.35; C 0.02; C 0.00; C 0.05

# 4
This record from OMol25 describes a structure of composition C27H23AsBr2N3O8PtS. The level of theory is ωB97M-V with the def2-TZVPD basis set.

```
! wB97M-V def2-TZVPD RIJCOSX def2/J DEFGRID3
* xyz 1 1
Pt -0.96 -0.38 0.69
O 3.91 1.06 -1.62
C 3.17 1.00 -2.78
C 3.67 1.58 -3.93
C 2.91 1.55 -5.09
C 1.66 0.94 -5.11
C 1.16 0.38 -3.95
C 1.90 0.42 -2.78
C 1.34 -0.12 -1.50
O 2.21 -1.09 -0.87
N 1.26 0.92 -0.50
N 0.61 0.73 0.62
C 1.05 1.51 1.64
C 0.44 1.64 2.84
Br -0.54 -1.14 3.12
C 0.17 2.09 4.02
C 0.58 1.54 5.32
C 1.53 0.52 5.44
C 1.88 0.06 6.69
C 1.30 0.61 7.83
C 0.37 1.63 7.72
C 0.01 2.10 6.47
H 3.92 0.18 -1.20
H 4.66 2.03 -3.90
H 3.31 1.99 -5.99
H 1.09 0.91 -6.03
H 0.18 -0.10 -3.95
H 0.35 -0.55 -1.65
H 2.07 1.54 -0.44
H 1.96 2.07 1.45
H -0.44 2.99 4.05
H 1.97 0.09 4.56
H 2.61 -0.73 6.78
H 1.58 0.24 8.81
H -0.08 2.06 8.60
H -0.71 2.90 6.37
O -2.08 -3.81 -0.48
As -3.10 -2.37 -0.71
O -1.86 -1.66 -1.89
O -2.66 -1.34 0.61
C -1.28 -2.46 -2.82
C -1.83 -2.53 -4.10
C -1.24 -3.32 -5.07
C -0.10 -4.07 -4.78
C 0.45 -4.01 -3.52
C -0.13 -3.20 -2.54
S 0.75 -3.16 -1.02
O 2.10 -2.32 -1.54
O 1.23 -4.46 -0.71
O 0.21 -2.32 0.01
H -2.31 -4.33 0.30
H -2.72 -1.96 -4.30
H -1.68 -3.37 -6.06
H 0.35 -4.70 -5.54
H 1.33 -4.59 -3.28
Br -5.54 4.52 0.46
C -4.19 3.22 0.50
C -3.71 2.68 -0.69
C -2.73 1.72 -0.62
N -2.21 1.31 0.55
C -2.69 1.82 1.69
C -3.68 2.78 1.71
H -4.10 2.99 -1.64
H -2.33 1.25 -1.51
H -2.29 1.39 2.60
H -4.05 3.16 2.65
*
```

Its frontier orbital gap (spin up / spin down) is 5.790 / 4.832 eV. The LUMO energy (spin up / spin down) is -5.0044 / -5.6417 eV.

Atom charges from the Löwdin analysis, given in e for atoms 1 to 6: Pt 1.00; O 0.05; C -0.25; C 0.01; C -0.05; C -0.06